No. 1
{
  "formula": "C6H8O2",
  "method": "wB97M-V/def2-TZVPD",
  "symbols": ["C", "C", "C", "C", "C", "C", "H", "H", "H", "H", "H", "H", "H", "H", "O", "O"],
  "coordinates": [[0.37519, -0.89769, 0.87456], [0.90538, 0.00543, -0.28047], [-0.11121, 0.05194, -1.48304], [-1.26348, -0.27283, -0.73144], [-0.88313, -0.08891, 0.66349], [0.22625, 1.02630, 0.48337], [1.40909, -2.35296, 0.17227], [1.00576, -0.78646, 1.85572], [2.06283, 0.32548, -0.27531], [-0.12428, 0.31312, -2.69091], [-2.48274, 0.13831, -0.68535], [-1.58590, 0.01464, 1.45344], [0.87727, 1.15482, 1.43233], [-0.64548, 2.43976, -1.02253], [0.50692, -2.29572, 0.43732], [-0.00824, 2.27170, -0.11213]],
  "forces_ev_per_angstrom": [[2.93, -3.22, -1.33], [4.15, 1.43, -1.25], [-2.96, -2.26, -0.92], [-2.39, 3.63, -1.94], [1.74, 0.10, 2.30], [-0.81, 2.85, 1.93], [0.98, -0.24, -0.34], [-1.54, 0.10, -1.73], [-2.36, -1.41, -1.04], [0.61, -0.92, 3.68], [3.44, -1.77, -1.72], [-0.91, -0.20, 0.35], [-1.59, 0.86, -1.19], [2.69, -1.95, 4.07], [-1.98, 0.90, 1.43], [-2.00, 2.09, -2.30]],
  "lowdin_charge": [-0.256, -0.217, -0.002, -0.074, -0.211, -0.412, 0.062, 0.182, 0.188, 0.162, 0.186, 0.127, 0.174, 0.218, -0.039, -0.087],
  "total_energy_ha": -383.66372,
  "orbital_gap_ev": 9.578,
  "charge": 0,
  "multiplicity": 1,
  "lumo_energy_ev": 0.6
}

No. 2
{
  "formula": "C6H8O2",
  "method": "wB97M-V/def2-TZVPD",
  "symbols": ["C", "C", "C", "C", "C", "C", "H", "H", "H", "H", "H", "H", "H", "H", "O", "O"],
  "coordinates": [[0.75624, -2.17378, -0.41458], [0.16951, -0.82506, -0.74389], [-1.56746, 0.31720, 0.36718], [-0.46822, 1.23956, -0.02757], [0.89112, 1.72162, 0.41644], [0.69824, 0.24060, 0.16979], [0.49731, -2.50759, 0.66392], [0.31913, -0.61017, -1.79684], [-2.60194, 0.57647, 0.00637], [-1.48754, 0.12315, 1.47878], [-0.63276, 1.42401, -1.08342], [1.43241, 2.36509, -0.24113], [1.10827, 1.97310, 1.47521], [0.63617, -0.15252, 1.20710], [1.45532, -2.81782, -1.09014], [-1.20580, -0.89385, -0.38720]],
  "forces_ev_per_angstrom": [[-1.46, 0.99, 3.16], [0.92, -0.14, -0.57], [-0.74, -0.09, 1.27], [0.14, 0.24, -0.22], [-0.22, -0.20, 0.66], [-0.03, 0.15, 1.40], [0.09, 0.31, -1.01], [-0.07, 0.01, -0.28], [1.05, -0.14, 0.64], [-0.70, 0.02, -1.12], [0.48, 0.23, -0.21], [-0.08, 0.37, -0.62], [-0.20, -0.46, -0.76], [-0.17, -0.11, -0.68], [1.63, -1.51, -1.94], [-0.63, 0.34, 0.30]],
  "lowdin_charge": [-0.246, -0.307, -0.144, -0.203, -0.017, -0.161, 0.154, 0.155, 0.138, 0.137, 0.138, 0.093, 0.119, 0.138, 0.108, -0.104],
  "total_energy_ha": -383.75644,
  "orbital_gap_ev": 10.227,
  "charge": 0,
  "multiplicity": 1,
  "smiles": "O=C[C@H]1OC[C@H]2C[C@@H]21",
  "lumo_energy_ev": 0.9
}